1.
Computed, not measured: CF3O3SSn as an isolated structure in a non-equilibrium geometry, with ωB97M-V/def2-TZVPD.

Energy relative to the best compared isomer or geometry (same formula, charge and spin), eV: 1.722
Energy, Eh: -1175.48360
HOMO-LUMO gap, eV: 4.424
Maximum force, eV/Å: 4.398
E_LUMO, eV: -9.133

```
! wB97M-V def2-TZVPD RIJCOSX def2/J DEFGRID3
* xyz 1 1
Sn 2.316 -2.801 -1.677
C -0.364 1.151 -0.271
F -1.261 1.929 0.280
F -0.639 0.811 -1.527
F 0.818 1.755 -0.225
S -0.247 -0.427 0.747
O 0.606 -1.323 -0.120
O 0.322 -0.076 2.008
O -1.551 -1.021 0.785
*
```

---

2.
Computed, not measured: the molecule H3PS2 in a non-equilibrium geometry, with ωB97M-V/def2-TZVPD.

Energy relative to the best compared isomer or geometry (same formula, charge and spin), eV: 1.691
Energy, Eh: -1139.46366
SMILES: PSS
HOMO-LUMO gap, eV: 7.711
Maximum force, eV/Å: 2.654
E_LUMO, eV: -0.908

```
! wB97M-V def2-TZVPD RIJCOSX def2/J DEFGRID3
* xyz 0 1
P 1.057 1.368 -0.165
S -0.118 0.622 2.045
S -0.701 -1.257 1.628
H 1.375 0.215 -0.879
H 2.369 1.223 0.363
H -2.147 -1.107 1.429
*
```

---

3.
Computed, not measured: C2H3N3O4S as an isolated structure in a non-equilibrium geometry, with ωB97M-V/def2-TZVPD.

Energy relative to the best compared isomer or geometry (same formula, charge and spin), eV: 3.256
Energy, Eh: -941.17990
HOMO-LUMO gap, eV: 8.094
Maximum force, eV/Å: 3.373
E_LUMO, eV: -1.844

```
! wB97M-V def2-TZVPD RIJCOSX def2/J DEFGRID3
* xyz 0 1
C -0.713 -1.803 0.295
C 1.633 -0.162 0.145
N -0.339 -2.768 0.824
N -0.979 -0.657 -0.207
N -1.643 1.383 0.414
O -1.465 1.373 1.547
O -2.510 1.527 -0.318
O -0.155 1.599 -0.450
O 0.448 -0.089 -2.214
S 0.208 0.123 -0.817
H 2.075 -1.103 -0.176
H 2.086 0.715 -0.178
H 1.352 -0.137 1.134
*
```

---

4.
Computed, not measured: the molecule C7H10, with ωB97M-V/def2-TZVPD.

Energy relative to the best compared isomer or geometry (same formula, charge and spin), eV: 4.949
Energy, Eh: -272.53611
HOMO-LUMO gap, eV: 9.082
Maximum force, eV/Å: 0.291
E_LUMO, eV: 1.024

```
! wB97M-V def2-TZVPD RIJCOSX def2/J DEFGRID3
* xyz 0 1
C -1.980 -0.311 -0.070
C -1.455 0.939 -0.725
C -0.517 -0.013 -0.047
C 0.557 -0.887 -0.701
C 1.519 -0.660 0.465
C 1.558 0.829 0.706
C 0.211 0.409 1.242
H -2.328 -1.116 -0.714
H -2.520 -0.204 0.868
H -1.438 0.987 -1.811
H -1.651 1.891 -0.236
H 0.235 -1.928 -0.801
H 0.954 -0.543 -1.665
H 2.392 -1.270 0.699
H 1.573 1.427 -0.207
H 2.280 1.167 1.449
H 0.798 -0.910 1.426
*
```

---

5.
Computed, not measured: a 2-piece molecular cluster, C4H15N3O overall in a non-equilibrium geometry, with ωB97M-V/def2-TZVPD.

Energy relative to the best compared isomer or geometry (same formula, charge and spin), eV: 1.537
Energy, Eh: -400.86170
SMILES: C[C@H](CN)NCN.O
HOMO-LUMO gap, eV: 9.530
Maximum force, eV/Å: 2.697
E_LUMO, eV: 0.892

```
! wB97M-V def2-TZVPD RIJCOSX def2/J DEFGRID3
* xyz 0 1
C -1.135 -1.187 1.379
C -0.595 -0.036 0.509
C -1.582 1.231 0.394
N -0.976 2.432 0.953
N -0.184 -0.445 -0.794
C 0.931 -1.402 -0.943
N 1.588 -1.129 -2.232
H -1.750 -1.030 2.302
H -1.651 -2.059 0.951
H -0.310 -1.671 1.942
H 0.190 0.398 1.118
H -2.400 1.077 1.108
H -1.855 1.247 -0.661
H -0.956 2.305 1.954
H -0.047 2.631 0.602
H -0.993 -0.654 -1.363
H 0.471 -2.387 -0.980
H 1.646 -1.288 -0.108
H 1.152 -1.595 -3.019
H 1.468 -0.150 -2.472
O 2.217 1.550 -0.020
H 3.090 1.111 0.028
H 1.682 1.051 -0.650
*
```

---

6.
Computed, not measured: an isolated ion of composition C19H17F4 and charge +1 in a non-equilibrium geometry, with ωB97M-V/def2-TZVPD.

Energy relative to the best compared isomer or geometry (same formula, charge and spin), eV: 2.153
Energy, Eh: -1133.27364
HOMO-LUMO gap, eV: 6.465
Maximum force, eV/Å: 2.087
E_LUMO, eV: -6.102

```
! wB97M-V def2-TZVPD RIJCOSX def2/J DEFGRID3
* xyz 1 1
C 1.582 -1.764 1.819
C 0.101 -1.694 1.797
C -0.506 -0.372 1.664
C -1.735 0.055 2.480
C -0.428 0.624 2.865
C -0.614 -2.962 1.643
H 1.983 -0.732 1.925
H 1.913 -2.346 2.676
H 2.027 -2.217 0.926
H -0.399 0.169 0.684
H -2.455 0.746 2.017
H -2.181 -0.727 3.104
H 0.084 0.257 3.768
H -0.272 1.695 2.654
H -1.687 -2.845 1.567
H -0.054 -3.547 0.891
F -4.251 -2.323 5.331
C -2.972 -2.776 5.172
C -2.030 -2.434 6.142
C -0.739 -2.915 5.945
F 0.211 -2.625 6.880
C -0.395 -3.736 4.890
C -1.362 -3.988 3.918
C -0.835 -4.417 2.567
C -1.540 -5.590 1.814
C -0.719 -6.548 1.204
C -1.268 -7.356 0.210
F -0.462 -8.292 -0.379
C -2.610 -7.329 -0.137
C -3.406 -6.450 0.587
F -4.748 -6.439 0.326
C -2.924 -5.645 1.616
C -2.693 -3.595 4.095
H -2.309 -1.898 7.050
H 0.615 -4.117 4.793
H 0.279 -4.564 2.538
H 0.331 -6.638 1.456
H -3.035 -8.038 -0.858
H -3.643 -5.072 2.188
H -3.493 -3.840 3.408
*
```